Record 1
DFT (wB97M-V/def2-TZVPD) results for C23H24BrClIrN4O4 as an isolated structure.

XYZ file:
```
58
C23H24BrClIrN4O4 wB97M-V/def2-TZVPD
Ir 1.290 -0.680 0.912
C 2.052 0.164 3.837
O 1.022 0.161 2.804
C 0.072 1.190 2.785
C -0.046 2.128 3.780
C -1.017 3.120 3.633
Br -1.217 4.417 4.970
C -1.798 3.158 2.500
C -1.660 2.198 1.488
C -0.730 1.161 1.641
O -0.584 0.149 0.755
C -2.436 2.340 0.263
N -2.226 1.666 -0.870
C -3.092 2.124 -1.865
C -3.250 1.775 -3.200
C -4.227 2.456 -3.898
C -5.019 3.444 -3.290
C -4.860 3.792 -1.965
C -3.872 3.108 -1.268
N -3.432 3.204 0.052
H 2.575 1.117 3.820
H 2.731 -0.642 3.582
H 1.578 -0.015 4.799
H 0.584 2.119 4.657
H -2.503 3.971 2.400
H -1.484 0.985 -0.941
H -2.632 1.027 -3.678
H -4.385 2.230 -4.943
H -5.770 3.950 -3.882
H -5.466 4.559 -1.502
H -3.802 3.840 0.740
N -2.636 -4.508 -0.155
C -1.568 -4.047 0.806
C -0.950 -2.716 0.369
N 0.161 -2.359 1.291
H -3.028 -5.406 0.150
H -2.273 -4.649 -1.102
H -3.418 -3.848 -0.215
H -0.829 -4.847 0.843
H -2.046 -3.972 1.783
H -1.668 -1.899 0.389
H -0.525 -2.786 -0.634
H 0.849 -3.112 1.284
H -0.183 -2.288 2.250
Cl 8.039 -1.513 -3.819
C 6.643 -1.398 -2.853
C 5.399 -1.708 -3.415
C 4.271 -1.618 -2.638
C 4.380 -1.215 -1.294
C 5.637 -0.905 -0.742
C 6.765 -0.998 -1.520
C 3.223 -1.111 -0.488
O 2.016 -1.406 -0.844
O 3.245 -0.678 0.770
H 5.343 -2.012 -4.450
H 3.301 -1.850 -3.057
H 5.713 -0.597 0.292
H 7.742 -0.768 -1.119
```

Properties
LUMO energy: -9.47 eV
net charge: +3
E_tot: -4548.45256 Eh
Kohn-Sham gap: 6.3 eV
highest occupied orbital energy: -15.73 eV

Here are the Löwdin charges for atoms 1 to 2, given in e: 1.5420 0.0203


Record 2
DFT (wB97M-V/def2-TZVPD) results for C23H24BrN3O4Rh as an isolated structure.

XYZ file:
```
56
C23H24BrN3O4Rh wB97M-V/def2-TZVPD
Rh 0.817 -0.182 -0.800
O 4.097 -4.514 -3.218
C 3.028 -5.009 -2.629
O 2.769 -6.193 -2.628
C 2.133 -4.041 -1.940
C 0.991 -4.397 -1.256
N 0.453 -3.267 -0.768
N 1.179 -2.201 -1.103
C 2.206 -2.639 -1.803
C 3.181 -1.585 -2.249
O 4.145 -1.955 -2.947
O 2.904 -0.426 -1.857
H 4.159 -3.503 -3.128
H 0.553 -5.368 -1.095
H -0.377 -3.133 -0.213
Br 1.131 -1.209 5.802
C 0.982 -0.898 3.926
C 2.112 -0.979 3.126
C 1.985 -0.751 1.764
C 0.756 -0.433 1.162
C -0.349 -0.361 2.008
C -0.248 -0.590 3.378
H 3.074 -1.219 3.558
H 2.877 -0.816 1.147
H -1.325 -0.087 1.615
H -1.125 -0.520 4.009
C 1.560 2.876 1.228
C 0.432 3.598 0.485
C 0.823 3.886 -0.967
C -0.930 2.934 0.599
C -1.876 3.537 1.417
C -3.159 3.035 1.561
C -3.527 1.928 0.817
C -2.641 1.292 -0.044
C -3.188 0.165 -0.907
C -2.694 -1.235 -0.534
C -2.998 0.435 -2.403
C -1.295 1.758 -0.113
N -0.400 1.095 -0.911
H 2.442 3.521 1.274
H 1.839 1.957 0.720
H 1.267 2.621 2.248
H 0.308 4.569 0.978
H 0.976 2.959 -1.519
H 1.753 4.461 -0.998
H 0.046 4.462 -1.474
H -1.585 4.426 1.968
H -3.866 3.512 2.228
H -4.543 1.552 0.884
H -4.268 0.171 -0.721
H -1.613 -1.292 -0.662
H -3.164 -1.981 -1.182
H -2.938 -1.480 0.503
H -1.942 0.441 -2.666
H -3.420 1.405 -2.675
H -3.505 -0.335 -2.991
```

Properties
LUMO energy (spin up / spin down): 2.53 / 2.53 eV
net charge: -1
E_tot: -4040.71845 Eh
Kohn-Sham gap (spin up / spin down): 7.1 / 7.1 eV
highest occupied orbital energy (spin up / spin down): -4.53 / -4.53 eV

Here are the Löwdin charges for atoms 1 to 2, given in e: 1.0147 0.1124


Question: Look up the net charge of the second one.
Answer: -1